a | Molecular formula: C4H4N2O
Method: DFT, wB97M-V/def2-TZVPD

structure (SMILES) = [H]/N=c1/cncco1
net charge = 0
HOMO (alpha / beta) = -0.319 / -0.319 Eh
gap between HOMO and LUMO (alpha / beta) = 8.30 / 8.30 eV

Positions of all 11 atoms, in Å:
N -1.481 -1.755 0.851
C -0.845 -0.864 0.286
C -0.839 -0.299 -1.048
N 0.074 0.510 -1.470
C 1.091 0.969 -0.691
C 1.184 0.748 0.651
O 0.331 -0.039 1.275
H -1.618 -1.662 1.849
H -1.670 -0.508 -1.735
H 1.787 1.633 -1.183
H 1.984 1.268 1.214

Here are the Mulliken charges for atoms 1 to 6, given in e: -0.584, 0.514, -0.114, -0.511, -0.276, 0.064

b | Molecular formula: C4H4N2O
Method: DFT, wB97M-V/def2-TZVPD

structure (SMILES) = N=C=C/N=C\C=O
net charge = 0
HOMO (alpha / beta) = -0.311 / -0.311 Eh
gap between HOMO and LUMO (alpha / beta) = 7.97 / 7.97 eV

Positions of all 11 atoms, in Å:
N 2.465 0.238 0.269
C 1.335 -0.182 0.120
C 0.440 -1.233 0.272
N -0.882 -1.202 0.413
C -1.633 -0.139 0.213
C -1.127 1.056 -0.346
O 0.101 1.278 -0.470
H 2.939 0.874 -0.363
H 0.916 -2.215 0.292
H -2.703 -0.265 0.341
H -1.851 1.790 -0.742

Here are the Mulliken charges for atoms 1 to 6, given in e: -0.494, 0.580, -0.264, -0.481, -0.290, 0.164

Most stable structure - a; separation to the second - 0.315 eV.

a | Molecular formula: C4H4N2O
Method: DFT, wB97M-V/def2-TZVPD

structure (SMILES) = N#CCOCC#N
net charge = 0
HOMO = -0.429 Eh
gap between HOMO and LUMO = 12.13 eV

Positions of all 11 atoms, in Å:
N -2.098 -0.147 -2.376
C -1.090 -0.045 -1.820
C 0.197 -0.010 -1.111
O 0.190 0.996 -0.119
C 0.654 0.562 1.134
C -0.182 -0.537 1.660
N -0.857 -1.416 1.984
H 1.013 0.174 -1.817
H 0.327 -1.008 -0.676
H 1.697 0.219 1.094
H 0.594 1.424 1.800

Here are the Mulliken charges for atoms 1 to 6, given in e: -0.363, 0.191, -0.254, -0.350, -0.295, 0.284

b | Molecular formula: C4H4N2O
Method: DFT, wB97M-V/def2-TZVPD

net charge = 0
HOMO (alpha / beta) = -0.343 / -0.343 Eh
gap between HOMO and LUMO (alpha / beta) = 7.84 / 7.84 eV

Positions of all 11 atoms, in Å:
N -0.568 -1.546 0.056
C -1.339 -0.523 0.028
C -0.280 0.964 -0.024
C 0.957 0.431 -0.006
C 2.120 -0.131 0.024
N -0.796 2.110 -0.058
O -2.493 -0.193 0.101
H -1.035 -2.421 -0.180
H -1.816 2.022 0.011
H 3.009 0.489 -0.074
H 2.240 -1.203 0.121

Here are the Mulliken charges for atoms 1 to 6, given in e: -0.613, 0.628, 0.378, 0.408, -0.730, -0.675

c | Molecular formula: C4H4N2O
Method: DFT, wB97M-V/def2-TZVPD

structure (SMILES) = O=C=C1C=NCN1
net charge = 0
HOMO = -0.303 Eh
gap between HOMO and LUMO = 8.60 eV

Positions of all 11 atoms, in Å:
O 1.631 2.682 0.046
C 1.207 1.590 0.057
C 0.815 0.329 0.043
C 0.360 -0.427 1.228
N -0.680 -1.121 0.982
C -1.064 -0.810 -0.396
N 0.174 -0.357 -1.042
H -1.819 -0.004 -0.339
H 0.842 -0.411 2.203
H -1.494 -1.673 -0.907
H 0.027 0.202 -1.874

Here are the Mulliken charges for atoms 1 to 6, given in e: -0.391, 0.577, -0.014, -0.152, -0.507, -0.321

d | Molecular formula: C4H4N2O
Method: DFT, wB97M-V/def2-TZVPD

net charge = 0
HOMO = -0.331 Eh
gap between HOMO and LUMO = 9.49 eV

Positions of all 11 atoms, in Å:
C 2.058 0.206 -1.892
C -1.546 0.342 0.266
C -1.314 -0.888 1.156
C -0.022 -0.566 1.165
N 2.426 1.097 -1.250
N -0.127 0.490 0.154
O -2.443 1.024 -0.149
H 1.688 -0.644 -2.375
H -2.100 -1.475 1.545
H 0.976 -0.877 1.388
H 0.404 1.292 -0.008

Here are the Mulliken charges for atoms 1 to 6, given in e: 0.164, 0.461, -0.523, -0.294, -0.437, -0.152

Most stable structure - a; separation to the second - 0.401 eV.

a | Molecular formula: C4H4N2O
Method: DFT, wB97M-V/def2-TZVPD

net charge = 0
HOMO (alpha / beta) = -0.255 / -0.269 Eh
gap between HOMO and LUMO (alpha / beta) = 7.31 / 7.55 eV

Positions of all 11 atoms, in Å:
C -1.017 0.889 -0.095
C 0.169 1.613 -0.024
C -1.266 -0.356 0.073
C 1.448 -0.240 0.556
N -1.354 -1.543 0.220
N 1.774 -1.206 -0.172
O 1.282 0.941 0.344
H -1.865 1.501 -0.422
H 0.211 2.670 -0.187
H -1.465 -2.162 -0.559
H 2.084 -2.106 0.266

Here are the Mulliken charges for atoms 1 to 6, given in e: -0.538, -0.068, 0.336, 0.131, -0.432, -0.468

b | Molecular formula: C4H4N2O
Method: DFT, wB97M-V/def2-TZVPD

net charge = 0
HOMO (alpha / beta) = -0.331 / -0.331 Eh
gap between HOMO and LUMO (alpha / beta) = 8.07 / 8.07 eV

Positions of all 11 atoms, in Å:
N -0.027 -1.572 -0.566
C -0.739 -0.588 -0.124
C -0.964 0.561 -1.047
C 0.310 0.758 -0.520
C 0.480 1.071 0.927
N -0.249 0.508 1.814
O -1.064 -0.446 1.230
H 0.112 -2.301 0.129
H -1.036 0.348 -2.112
H 1.165 0.291 -1.040
H 1.205 1.807 1.263

Here are the Mulliken charges for atoms 1 to 6, given in e: -0.600, 0.452, -0.186, -0.131, -0.197, -0.311

c | Molecular formula: C4H4N2O
Method: DFT, wB97M-V/def2-TZVPD

structure (SMILES) = [H]/N=C/N=C=O.C#C
net charge = 0
HOMO = -0.382 Eh
gap between HOMO and LUMO = 11.20 eV

Positions of all 11 atoms, in Å:
O -2.009 0.350 -1.409
C -1.551 0.584 -0.363
C 0.967 -0.384 -2.430
C 1.242 -0.865 -1.361
N 0.303 -0.540 1.694
C -0.367 0.535 1.751
N -1.193 0.980 0.730
H 0.723 0.033 -3.382
H 1.428 -1.266 -0.386
H 0.828 -0.653 2.559
H -0.373 1.226 2.597

Here are the Mulliken charges for atoms 1 to 6, given in e: -0.373, 0.628, -0.479, -0.287, -0.531, 0.072

Most stable structure - c; separation to the second - 3.196 eV.

a | Molecular formula: C3H5BrS
Method: DFT, wB97M-V/def2-TZVPD

net charge = 0
HOMO (alpha / beta) = -0.315 / -0.336 Eh
gap between HOMO and LUMO (alpha / beta) = 7.80 / 8.87 eV

Positions of all 10 atoms, in Å:
C -0.275 0.014 -0.154
C -0.503 -0.707 -1.222
C 0.887 0.703 2.050
S -1.890 -0.449 -2.438
Br 2.262 -0.509 2.235
H 1.129 1.572 1.623
H -0.854 0.969 0.069
H 0.214 -1.559 -1.458
H 0.107 0.511 2.802
H -1.077 -0.546 -3.507

Here are the Mulliken charges for atoms 1 to 6, given in e: -0.291, -0.180, -0.688, -0.211, -0.053, 0.453

b | Molecular formula: C3H5BrS
Method: DFT, wB97M-V/def2-TZVPD

structure (SMILES) = C[C@]1(Br)CS1
net charge = 0
HOMO = -0.329 Eh
gap between HOMO and LUMO = 9.56 eV

Positions of all 10 atoms, in Å:
C 0.040 -0.849 1.084
C -0.445 -0.028 -0.043
C 0.452 0.850 -0.855
S -0.223 -1.966 -0.339
Br -2.281 0.531 0.033
H 1.074 -0.754 1.397
H -0.648 -1.014 1.903
H -0.077 1.232 -1.726
H 1.325 0.296 -1.193
H 0.782 1.704 -0.260

Here are the Mulliken charges for atoms 1 to 6, given in e: -0.736, 0.554, -1.176, -0.145, -0.126, 0.269

Most stable structure - b; separation to the second - 4.661 eV.

a | Molecular formula: C3H4N2OS
Method: DFT, wB97M-V/def2-TZVPD

net charge = 0
HOMO = -0.314 Eh
gap between HOMO and LUMO = 9.19 eV

Positions of all 11 atoms, in Å:
C 1.025 1.386 0.064
C -1.021 -1.711 -0.101
C -0.370 0.824 0.055
N 2.019 0.632 0.179
N -0.130 -0.644 -0.022
O -2.208 -1.709 -0.235
S 1.656 -0.959 0.147
H 1.136 2.485 -0.070
H -0.467 -2.708 0.096
H -0.966 1.147 0.821
H -0.672 1.256 -0.934

Here are the Mulliken charges for atoms 1 to 6, given in e: -0.164, 0.152, -0.237, -0.408, -0.017, -0.508

b | Molecular formula: C3H4N2OS
Method: DFT, wB97M-V/def2-TZVPD

net charge = 0
HOMO (alpha / beta) = -0.279 / -0.266 Eh
gap between HOMO and LUMO (alpha / beta) = 7.07 / 6.53 eV

Positions of all 11 atoms, in Å:
C -0.371 0.670 0.271
C -1.722 0.571 0.044
C 1.732 -0.629 0.224
N 0.687 -0.077 -0.023
N 2.943 -0.997 -0.202
O -4.296 0.391 -0.219
S -3.063 -0.434 -0.243
H -0.237 1.667 0.498
H -2.336 1.472 0.346
H 3.312 -1.632 0.489
H 3.350 -1.002 -1.186

Here are the Mulliken charges for atoms 1 to 6, given in e: 0.226, -0.511, 0.075, -0.165, -0.397, -0.508

Most stable structure - a; separation to the second - 2.720 eV.

a | Molecular formula: C3H4N2OS
Method: DFT, wB97M-V/def2-TZVPD

net charge = 0
HOMO (alpha / beta) = -0.293 / -0.293 Eh
gap between HOMO and LUMO (alpha / beta) = 7.40 / 7.40 eV

Positions of all 11 atoms, in Å:
C 1.776 -0.750 0.613
C 0.805 1.459 0.684
C -1.052 -0.548 -1.067
N 2.026 -0.106 1.695
N 1.423 1.079 1.756
O -1.862 -0.089 -0.138
S 0.841 0.159 -0.537
H 2.048 -1.739 0.553
H -1.280 0.164 -2.028
H 0.227 2.300 0.451
H -1.588 -0.386 0.777

Here are the Mulliken charges for atoms 1 to 6, given in e: -0.166, -0.081, -0.211, -0.362, -0.298, -0.361

b | Molecular formula: C3H4N2OS
Method: DFT, wB97M-V/def2-TZVPD

structure (SMILES) = On1ccc(S)n1
net charge = 0
HOMO = -0.304 Eh
gap between HOMO and LUMO = 8.99 eV

Positions of all 11 atoms, in Å:
C -1.038 -0.252 0.280
C -0.405 1.063 0.098
C 0.911 0.772 -0.036
H -3.120 0.570 -0.307
H -0.980 1.964 0.342
H 1.834 1.502 -0.240
H 2.225 -2.040 -0.498
N 1.064 -0.529 0.098
N -0.016 -1.209 0.458
O 2.288 -1.078 -0.117
S -2.762 -0.761 -0.078

Here are the Mulliken charges for atoms 1 to 6, given in e: 0.338, -0.427, -0.376, 0.140, 0.357, 0.297

c | Molecular formula: C3H4N2OS
Method: DFT, wB97M-V/def2-TZVPD

structure (SMILES) = N#CC#[N+][O-].CS
net charge = 0
HOMO = -0.338 Eh
gap between HOMO and LUMO = 8.80 eV

Positions of all 11 atoms, in Å:
C 1.319 0.851 2.549
C -1.842 -0.981 -1.833
C 2.290 0.816 1.624
N 0.440 0.912 3.275
N 3.266 0.941 0.968
O 4.130 0.982 0.122
S -2.253 0.493 -0.840
H -0.774 -1.485 -1.545
H -1.720 -0.696 -2.896
H -2.560 -1.835 -1.793
H -2.296 0.002 0.370

Here are the Mulliken charges for atoms 1 to 6, given in e: -0.029, -0.674, 0.475, -0.369, 0.498, -0.572

d | Molecular formula: C3H4N2OS
Method: DFT, wB97M-V/def2-TZVPD

net charge = 0
HOMO = -0.348 Eh
gap between HOMO and LUMO = 7.99 eV

Positions of all 11 atoms, in Å:
C 0.605 0.384 0.831
C -0.238 -0.171 -0.071
C -1.734 -0.154 -0.158
N 0.361 -0.898 -1.041
N 1.604 -0.926 -1.069
O 2.663 1.443 -0.206
S 2.302 0.089 0.211
H 0.429 0.796 1.903
H -1.976 -0.881 0.656
H -1.869 -0.523 -1.111
H -2.148 0.841 0.054

Here are the Mulliken charges for atoms 1 to 6, given in e: -0.171, 0.484, -1.038, -0.091, -0.346, -0.522

Most stable structure - b; separation to the second - 0.132 eV.